Record 1
A single C10H17NOSi molecule. Source: the Open Molecules 2025 dataset; level of theory: ωB97M-V/def2-TZVPD.

```
30
C10H17NOSi, DFT ωB97M-V/def2-TZVPD
C -2.15733 1.81064 0.03952
C -1.00197 2.47178 -0.31851
C -2.19939 0.49189 0.09140
C 0.24764 0.46660 -0.26359
C -2.78883 -0.72049 0.14767
C -4.06759 -0.62694 1.03482
C 1.36193 2.65529 -0.58230
C 0.65526 -2.29065 0.87208
C 2.95257 -0.48922 0.89795
C 2.02010 -1.52157 -1.82658
N 0.22188 1.76390 -0.32871
O -2.42953 -1.79556 -0.31751
Si 1.43061 -0.93173 -0.10498
H -2.88757 2.46529 -0.20010
H -0.85736 3.48911 -0.24117
H -4.73595 -1.25364 0.58477
H -4.51781 0.41211 1.03802
H -3.94926 -0.87717 1.98908
H 1.54777 2.68624 -1.71536
H 1.03883 3.53448 -0.22490
H 2.20507 2.16508 -0.08405
H -0.04750 -2.83886 0.31989
H 1.30346 -3.13827 1.07619
H 0.24505 -1.88958 1.70245
H 3.18435 0.57685 0.94361
H 3.00007 -0.95964 1.87810
H 3.71824 -0.84831 0.25556
H 1.28045 -1.99245 -2.55349
H 2.33330 -0.50626 -2.38866
H 2.89350 -2.30889 -1.72122
```

For the energy relative to the best compared isomer or geometry (same formula, charge and spin), the calculation gives 136.2 kcal/mol. Its HOMO energy is -0.2698 Eh.

---

Record 2
3 unconnected molecules or ions with the total composition C19H25F16N2O3S2. Source: the Open Molecules 2025 dataset; level of theory: ωB97M-V/def2-TZVPD.

```
67
C19H25F16N2O3S2, DFT ωB97M-V/def2-TZVPD
C 1.86640 4.08655 0.27333
C 1.58841 2.74732 0.99230
C 1.52991 1.53758 -0.00385
C 2.70478 0.57883 0.29383
C 0.20680 0.87240 0.14349
N -0.00262 -0.25759 0.91297
C -1.27073 -0.61136 0.88377
S -1.84550 -1.99981 1.77813
N -1.90810 0.25484 0.09603
S -3.58206 0.08274 -0.22083
C -0.97925 1.19138 -0.36470
C -1.25706 2.35021 -1.24998
C -1.73458 3.55851 -0.41582
O -2.88509 3.27003 0.35864
H 2.93085 4.27099 0.21291
H 1.36809 4.87769 0.82367
H 1.43718 4.08212 -0.72501
H 0.64839 2.86298 1.52357
H 2.36565 2.51583 1.70866
H 1.64273 1.84635 -1.03795
H 3.56318 1.13377 0.64710
H 2.46220 -0.17349 1.04166
H 3.03440 0.04118 -0.59199
H 0.67528 -0.78846 1.44154
H -2.23492 -1.44612 2.94338
H -4.10155 1.11726 0.46141
H -1.96185 2.09906 -2.04041
H -0.31731 2.65329 -1.70740
H -1.88183 4.44182 -1.03385
H -0.94883 3.74199 0.30786
H -3.62398 3.19641 -0.26030
C -5.88119 -3.88294 4.87626
C -7.32635 -3.87991 4.34280
C -8.00059 -5.22723 4.06650
F -7.35117 -5.93809 3.12504
F -9.25385 -5.00230 3.61449
F -7.39685 -3.08312 3.25175
F -8.07786 -3.28823 5.31145
O -4.80799 -3.66404 3.95903
C -4.22365 -4.68446 3.23948
C -4.41618 -4.51158 1.73029
F -5.71646 -4.44351 1.39714
F -3.87445 -5.56549 1.07821
F -4.60821 -5.89364 3.67307
F -2.88463 -4.59415 3.46348
H -5.83267 -3.01152 5.52740
H -5.68891 -4.73959 5.52149
H -8.06450 -5.82123 4.98259
H -3.92137 -3.59420 1.40404
C 5.19203 1.42491 -5.08563
C 4.45685 1.55157 -3.73787
C 4.71179 2.79572 -2.88481
F 5.98913 2.91758 -2.50007
F 3.95937 2.69914 -1.75113
F 4.65503 0.43440 -3.00319
F 3.12130 1.59092 -4.03293
O 6.36024 0.62161 -5.15882
C 7.61837 1.11226 -4.85534
C 8.24027 0.40642 -3.64518
F 7.44924 0.51150 -2.55669
F 9.42604 0.98307 -3.35694
F 7.60710 2.45269 -4.71455
F 8.40805 0.83846 -5.91220
H 4.48683 0.89894 -5.72825
H 5.34226 2.39825 -5.55341
H 4.41817 3.70526 -3.41555
H 8.39583 -0.65180 -3.86415
```

The total charge is +1. Its HOMO energy is -0.4778 Eh.

---

Record 3
A molecular structure, C67H160As2F12N8O5. Source: the Open Molecules 2025 dataset; level of theory: ωB97M-V/def2-TZVPD.

```
254
C67H160As2F12N8O5, DFT ωB97M-V/def2-TZVPD
C 7.95788 5.25945 1.46551
C 6.72047 6.15344 1.28938
N 5.91865 6.00345 0.02853
C 5.70853 4.56691 -0.21588
C 4.67221 6.74838 0.10827
C 3.70344 6.14696 1.14216
C 6.82765 6.62685 -1.00000
C 6.26875 6.86994 -2.32298
O 6.12716 5.62179 -2.98075
C 6.12760 5.72939 -4.42289
H 7.78940 4.19265 1.55524
H 8.44353 5.37008 2.42205
H 8.81133 5.44564 0.79566
H 6.98081 7.21595 1.33286
H 6.04229 5.84881 2.05244
H 6.67462 4.13550 -0.55336
H 4.98903 4.47058 -1.06884
H 5.40634 4.00529 0.68513
H 4.23297 6.80267 -0.84371
H 4.92942 7.78249 0.28550
H 3.45607 5.07701 1.00227
H 2.76282 6.69612 1.03304
H 4.05157 6.39354 2.14401
H 7.69974 5.94751 -1.03709
H 7.11577 7.57567 -0.56191
H 7.04217 7.38423 -2.89708
H 5.36060 7.46983 -2.41149
H 6.87569 6.35570 -4.86354
H 5.18427 6.26063 -4.65292
H 6.03602 4.74636 -4.87012
C -13.72376 1.96010 -0.55207
C -13.08240 1.46640 0.68121
N -11.63484 1.66627 0.79395
C -11.24346 3.11283 0.49863
C -11.12715 1.26863 2.16125
C -11.42838 -0.15865 2.64404
C -10.93570 0.82869 -0.28875
C -9.51945 1.21683 -0.59852
O -8.72503 1.06951 0.56386
C -7.35916 1.06418 0.15401
H -14.80713 2.05971 -0.31410
H -13.58935 1.23344 -1.32433
H -13.43646 2.98162 -0.89424
H -13.34827 0.45298 0.81213
H -13.37491 2.09488 1.49824
H -11.86240 3.73058 1.13871
H -11.48946 3.31946 -0.53502
H -10.19395 3.18024 0.77630
H -11.53905 1.90412 2.89742
H -10.03607 1.38981 2.00751
H -12.49363 -0.25562 2.80610
H -11.01405 -0.21447 3.64693
H -11.07806 -0.95037 1.97380
H -11.71128 0.94071 -1.07786
H -10.89451 -0.22680 0.06583
H -9.35002 2.23056 -1.00224
H -9.30053 0.47526 -1.43752
H -6.75738 0.91072 1.02039
H -7.15734 2.01301 -0.35782
H -7.14080 0.28212 -0.59792
C -0.41710 -0.05474 -11.94835
C 0.06188 -0.57797 -10.61358
N 1.02761 0.24831 -9.81815
C 0.57126 1.66588 -9.61059
C 1.34220 -0.36931 -8.50922
C 1.78820 -1.78439 -8.50136
C 2.25814 0.34883 -10.72597
C 3.53638 0.64081 -10.01812
O 3.60336 1.91804 -9.46147
C 4.21480 2.87355 -10.29735
H -0.98804 -0.89544 -12.30662
H 0.36766 0.15472 -12.70579
H -0.98519 0.86013 -11.83284
H 0.51801 -1.55033 -10.76105
H -0.80185 -0.77612 -9.98016
H 1.33045 2.07944 -8.93503
H -0.43040 1.64720 -9.21146
H 0.54725 2.08532 -10.62192
H 0.41717 -0.38715 -7.89520
H 2.05390 0.30630 -8.02383
H 1.07463 -2.52860 -8.76054
H 2.00093 -2.01500 -7.44517
H 2.67105 -1.98942 -9.10568
H 2.09625 1.09436 -11.46794
H 2.34257 -0.57846 -11.27650
H 4.37518 0.59357 -10.75869
H 3.71094 -0.09223 -9.20626
H 5.21297 2.52834 -10.62871
H 4.29254 3.80797 -9.74163
H 3.60464 3.05242 -11.20450
C -1.04730 -8.81971 -7.28983
N -1.96912 -8.61936 -6.16356
C -3.17164 -9.58665 -6.33498
C -1.38606 -8.99905 -4.77967
C -2.55815 -7.16470 -6.07178
C -1.57089 -6.08015 -5.56347
O -1.16584 -6.32890 -4.20518
H -0.05658 -8.34948 -7.16193
H -1.65870 -8.46734 -8.05742
H -0.81862 -9.88518 -7.36175
H -2.94264 -10.59754 -6.46031
H -3.78519 -9.25910 -7.14709
H -3.77624 -9.55289 -5.42556
H -1.31058 -10.07832 -4.76154
H -2.04973 -8.61320 -4.01436
H -0.45057 -8.45815 -4.66304
H -3.44880 -7.12237 -5.45640
H -2.80082 -6.79700 -7.07781
H -2.06108 -5.10778 -5.55604
H -0.68894 -6.04507 -6.23737
H -0.94850 -5.43613 -3.89618
C 0.13395 3.44966 -2.70230
N -1.06130 3.41793 -1.76800
C -1.20389 4.56102 -0.77533
C -2.26177 3.58574 -2.63101
C -0.99600 2.04428 -1.06062
C -2.07297 1.83370 0.00459
O -2.02608 2.72928 1.12354
H 0.04310 2.70260 -3.49787
H 1.04736 3.47067 -2.08625
H 0.10241 4.38189 -3.23402
H -2.05917 4.30664 -0.22045
H -1.23907 5.45267 -1.34817
H -0.40529 4.53303 -0.07246
H -2.03885 4.48824 -3.21269
H -3.19248 3.61463 -2.03909
H -2.26929 2.72257 -3.32668
H -0.03454 1.96996 -0.50448
H -1.07633 1.30977 -1.86378
H -2.11386 0.75730 0.26413
H -3.09457 1.99137 -0.37617
H -1.17116 2.61978 1.59338
C -2.86880 -2.47773 8.77415
C -2.46543 -3.71158 9.61339
C -2.15962 -5.01379 8.79872
C -0.75361 -5.00381 8.09874
N -0.61794 -5.87634 6.90573
C 0.67840 -5.81056 6.06632
C 0.28560 -5.08414 4.79696
C -1.08391 -5.55784 4.48681
C -1.72850 -5.56049 5.86491
C -0.70041 -7.30021 7.37015
C 0.40207 -7.83224 8.28367
C -0.06775 -9.21401 8.83601
H -2.07424 -1.89624 8.35933
H -3.37861 -1.85734 9.53850
H -3.59567 -2.80900 8.00143
H -3.29744 -4.00722 10.26859
H -1.64290 -3.43476 10.26814
H -2.89385 -5.08891 8.00394
H -2.33614 -5.92929 9.36851
H 0.01310 -5.28330 8.83090
H -0.57778 -3.97694 7.75316
H 0.94983 -6.82684 5.92696
H 1.45805 -5.35358 6.67583
H 1.04966 -5.35972 4.01093
H 0.51990 -3.99747 4.86509
H -1.14454 -6.52661 4.09050
H -1.56249 -4.92801 3.76232
H -2.49215 -6.24893 6.00078
H -2.16729 -4.60774 6.17596
H -0.80932 -7.89535 6.45005
H -1.68831 -7.37804 7.92294
H 0.60573 -7.18448 9.20401
H 1.37532 -7.82779 7.80394
H -0.23905 -9.98121 8.08603
H -1.03431 -9.12126 9.34237
H 0.61731 -9.61274 9.56765
C 9.30863 -3.81875 -3.32196
C 8.47827 -4.00447 -2.02299
C 8.76217 -2.88506 -0.96003
C 8.01304 -3.24440 0.31255
N 7.44468 -2.10528 1.09561
C 6.91912 -2.55304 2.40693
C 8.16665 -2.54381 3.36030
C 9.23541 -1.75258 2.62715
C 8.48044 -1.09412 1.47546
C 6.35542 -1.45791 0.27725
C 5.15494 -2.30477 -0.09996
C 4.23451 -1.45241 -0.96229
H 9.21257 -4.69150 -3.96837
H 10.34415 -3.73216 -3.05290
H 8.99480 -2.94567 -3.91522
H 8.76325 -5.00495 -1.64464
H 7.38800 -4.03960 -2.17854
H 8.41917 -1.95551 -1.40757
H 9.80679 -2.77448 -0.76069
H 8.61818 -3.81053 1.00266
H 7.13036 -3.83919 0.04676
H 6.14640 -1.87212 2.66644
H 6.37927 -3.47199 2.21344
H 7.89633 -2.07534 4.29905
H 8.46876 -3.58474 3.60306
H 9.62388 -1.00788 3.31084
H 10.06855 -2.39190 2.28822
H 7.93857 -0.17554 1.82181
H 9.09012 -0.81975 0.61431
H 6.83287 -0.97142 -0.58208
H 6.02598 -0.63213 0.87871
H 4.70295 -2.59285 0.87013
H 5.45787 -3.18129 -0.66620
H 4.77060 -0.77649 -1.65593
H 3.54000 -0.87849 -0.31048
H 3.54214 -2.11056 -1.53820
C -4.42865 5.65158 2.05142
C -4.24425 5.51339 3.54888
C -2.86872 5.09267 4.03144
C -2.75117 5.10644 5.58189
N -1.40878 4.47959 6.20794
C -1.34544 4.89203 7.66009
C -0.85140 6.31158 7.70604
C -0.20415 6.51067 6.31670
C -0.19483 5.12942 5.68849
C -1.33648 3.04596 5.97027
C -2.50143 2.17031 6.39554
C -2.19041 0.71778 6.02601
H -3.65345 6.34042 1.66273
H -5.44152 6.01969 1.81632
H -4.14563 4.69413 1.63804
H -5.00868 4.84962 3.92192
H -4.57184 6.44136 3.98513
H -2.00778 5.68338 3.64381
H -2.68415 4.12766 3.61176
H -3.56868 4.53546 6.01754
H -2.77091 6.10952 5.99481
H -0.62409 4.20216 8.09443
H -2.27290 4.74402 8.13566
H -0.05188 6.44067 8.42505
H -1.62767 7.03707 7.93502
H 0.76551 7.00846 6.41425
H -0.74003 7.16261 5.63341
H 0.62049 4.54987 6.02565
H -0.04622 5.11031 4.60752
H -0.40171 2.66387 6.40943
H -1.17705 2.84226 4.89667
H -3.37623 2.62828 5.93915
H -2.67301 2.23412 7.47718
H -1.35805 0.36837 6.59968
H -2.04452 0.50785 4.97860
H -2.95552 0.03597 6.37741
As 1.92674 1.61844 1.81556
F 0.79479 0.36782 1.40015
F 3.28335 0.62040 1.56557
F 3.10078 2.94807 2.30600
F 0.54362 2.82168 2.09610
F 1.82932 1.02902 3.51971
F 2.07150 2.22135 0.18498
As -1.02465 -1.04807 -4.50795
F -2.40104 -0.46760 -5.20223
F -1.61746 -2.76052 -4.53335
F 0.56123 -1.53010 -3.88505
F -0.43383 0.64379 -4.45591
F -1.67832 -0.87022 -2.86389
F -0.40903 -1.25465 -6.16848
```

The total charge is +6. Its HOMO energy is -0.6660 Eh.

---

Record 4
2 unconnected molecules or ions with the total composition C4H13N3. Source: the Open Molecules 2025 dataset; level of theory: ωB97M-V/def2-TZVPD.

```
20
C4H13N3, DFT ωB97M-V/def2-TZVPD
C 0.84906 0.07409 -0.02948
C 0.22840 2.36127 0.42721
C 2.94464 -1.27202 -0.13837
C -1.85165 -0.72864 0.51852
N 0.91496 1.35530 -0.26831
N 1.49851 -1.00210 -0.27227
N -2.84870 -0.93277 -0.53529
H -0.40992 2.97893 -0.21689
H -0.47718 2.02844 1.26235
H 0.92137 3.03019 1.02712
H 3.22358 -2.20570 -0.69217
H 3.29120 -1.33297 0.96787
H 3.53886 -0.50030 -0.61235
H -1.18105 -1.44920 0.84959
H -2.18256 0.03365 1.18049
H 1.64094 1.52949 -0.98634
H 1.20219 -1.90839 -0.52689
H -2.60896 -1.76045 -1.16412
H -2.81602 -0.24115 -1.26525
H -3.70566 -1.23126 -0.01880
```

The total charge is +2. For the energy relative to the best compared isomer or geometry (same formula, charge and spin), the calculation gives 149.1 kcal/mol. Its HOMO energy (spin up / spin down) is -0.6248 / -0.6679 Eh.

---

Number 1: molar mass 195.34 g mol⁻¹. Number 2: molar mass 697.52 g mol⁻¹. Number 3: molar mass 1535.89 g mol⁻¹. Number 4: molar mass 103.17 g mol⁻¹.